(1)
The following is a DFT calculation (ωB97M-V/def2-TZVPD) of a structure of composition C5H8O2.

The geometry in XYZ format:
```
15
Properties=species:S:1:pos:R:3:mulliken_charge:R:1
C -1.4632 -0.7528 -0.0970 -1.44
C -0.4445 0.3837 -0.0429 1.28
O -1.0082 1.6307 -0.3133 -0.60
C 0.4122 0.4059 1.2091 -0.92
C 1.6534 -0.6128 0.0681 -0.71
C 0.7688 0.1137 -0.8966 0.47
O 1.0733 0.7197 -1.9031 -0.60
H -2.2894 -0.5307 0.5843 0.37
H -1.8552 -0.8236 -1.1157 0.34
H -1.0365 -1.7260 0.1789 0.33
H -0.6567 1.8638 -1.1771 0.35
H 0.8259 1.4084 1.4010 0.27
H -0.1924 0.1034 2.1045 0.30
H 2.7273 -0.4775 -0.2363 0.29
H 1.4734 -1.6827 0.2257 0.27
```

Summary:
Charge: 0
E (eV): -9407.34743
Lowest unoccupied orbital energy (eV): 0.7
ΔE to the lowest compared entry with this formula, charge and spin (kcal/mol): 57.3
Spin multiplicity: 1

***

(2)
The following is a DFT calculation (ωB97M-V/def2-TZVPD) of the molecule C6H9NO.

The geometry in XYZ format:
```
17
Properties=species:S:1:pos:R:3:mulliken_charge:R:1
C 1.1373 -0.6230 0.4479 -0.05
C -0.1740 -1.0219 0.1459 -0.85
C -1.1534 0.0033 -0.1972 0.55
C -2.4683 -0.1756 -0.1919 -1.12
C -0.0650 1.0143 -0.5782 0.36
C 0.8083 0.9421 0.7191 -0.57
H 2.7297 -0.4158 -0.7027 0.36
H 1.3692 -1.1448 1.3744 0.34
H -0.3582 -1.8366 -0.6020 0.28
H -0.7773 -1.3225 1.0851 0.34
H -2.9669 -1.0971 0.0293 0.32
H -3.0709 0.6393 -0.5665 0.28
H 0.6741 0.4600 -1.4060 0.21
H 1.6176 2.3253 -0.4919 0.38
H 0.4211 1.0710 1.8459 0.25
N 0.4493 2.1770 -0.1775 -0.53
O 1.8273 -0.9948 -0.7340 -0.58
```

Summary:
Charge: 0
E (eV): -9897.16962
Lowest unoccupied orbital energy (eV): 0.4
ΔE to the lowest compared entry with this formula, charge and spin (kcal/mol): 194.5
Spin multiplicity: 1
SMILES: C=C1C[C@@H](O)[C@H]2N[C@H]12

***

(3)
The following is a DFT calculation (ωB97M-V/def2-TZVPD) of a structure of composition C12H28F6LiO11S2V.

The geometry in XYZ format:
```
61
Properties=species:S:1:pos:R:3:mulliken_spin:R:1
O 6.5389 29.0998 7.2839 -0.25
V 7.6977 30.0885 6.8636 1.23
Li 12.5055 30.8175 7.8586 0.00
C 11.1489 28.1187 4.7527 0.00
F 10.3765 27.1429 4.2816 0.00
F 12.4069 27.7142 4.8210 0.00
F 11.0355 29.1848 3.9720 0.00
S 10.5701 28.4731 6.4540 0.01
O 10.6407 27.2290 7.1284 0.00
O 11.3917 29.5342 6.9805 0.00
O 9.1768 28.9385 6.2334 0.00
C 9.8098 33.8609 5.9126 0.00
F 10.5239 34.9278 6.1869 0.00
F 8.5179 34.1728 5.7778 0.00
F 10.2217 33.3015 4.7876 0.00
S 9.9151 32.7026 7.3207 0.01
O 9.3612 33.3471 8.4539 0.00
O 9.0964 31.5500 6.8125 0.00
O 11.3067 32.3524 7.4354 0.00
C 6.7254 24.2603 5.6438 0.00
C 8.1598 24.4781 5.2505 0.00
O 8.6018 23.5018 4.3601 0.00
C 9.7890 23.8632 3.7098 0.00
C 10.4387 22.6256 3.1515 0.00
H 6.3518 25.0652 6.2706 0.00
H 6.1076 24.2740 4.7372 0.00
H 6.6093 23.2512 6.0371 0.00
H 8.2912 25.5260 4.9181 0.00
H 8.7780 24.4950 6.1708 0.00
H 9.5318 24.5413 2.8794 0.00
H 10.4782 24.4126 4.3613 0.00
H 11.2953 22.8768 2.5279 0.00
H 9.7515 22.0052 2.5793 0.00
H 10.7599 22.0101 3.9963 0.00
C 14.6169 25.6592 8.5679 0.00
C 14.1436 27.0867 8.3358 0.00
O 14.5784 27.5846 7.0755 0.00
H 14.3148 25.3210 9.5579 0.00
H 15.7059 25.6510 8.5102 0.00
H 14.2435 24.9761 7.8033 0.00
H 14.6369 27.6876 9.1047 0.00
H 13.0637 27.2057 8.4618 0.00
H 14.2254 27.0004 6.3972 0.00
C 6.5904 32.2139 3.6373 0.00
C 7.5770 31.0560 3.8030 0.00
O 7.0715 30.1045 4.7990 0.01
H 5.5582 31.8331 3.7127 0.00
H 6.6340 32.7250 2.6816 0.00
H 6.6058 32.8990 4.4880 0.00
H 8.4870 31.4943 4.1999 0.00
H 7.7188 30.5675 2.8442 0.00
H 6.3014 29.6730 4.4112 0.00
C 8.8153 25.0513 9.3469 0.00
C 10.1414 24.3766 8.9730 0.00
O 11.2530 25.2777 8.9432 0.00
H 8.7333 25.1207 10.4288 0.00
H 8.0321 24.4040 8.9445 0.00
H 8.7298 26.0293 8.8779 0.00
H 10.0400 23.8989 7.9890 0.00
H 10.4233 23.5773 9.6561 0.00
H 11.1731 25.8320 8.1591 0.00
```

Summary:
Charge: +1
E (eV): -99283.59510
Lowest unoccupied orbital energy (spin up / spin down) (eV): -6.0 / -5.5
Spin multiplicity: 2

***

(4)
The following is a DFT calculation (ωB97M-V/def2-TZVPD) of the ion C4H8F2N3S with charge +1.

The geometry in XYZ format:
```
18
Properties=species:S:1:pos:R:3:mulliken_spin:R:1
C 3.1452 -0.5690 -0.2979 -0.01
C 0.9451 -0.9773 0.8024 0.02
C -2.6532 -0.1517 -0.8896 0.02
C -3.1147 1.1239 -0.1487 0.00
N 2.0418 -1.2170 -0.1210 0.50
N 3.5090 0.6480 0.1798 0.06
N -0.2052 -0.5754 0.2647 0.64
F -3.1617 0.8094 1.1592 0.00
F -2.2418 2.0878 -0.3424 0.00
S -1.5589 -1.3030 0.2200 0.54
H 3.8467 -1.0805 -0.8669 0.01
H 0.8576 -1.8987 1.4208 0.09
H 1.1769 -0.0669 1.4683 0.12
H -3.5513 -0.6896 -0.9384 0.00
H -2.3135 0.1649 -1.8349 0.00
H -4.1461 1.4887 -0.6060 0.00
H 4.5080 0.9811 -0.1079 0.00
H 2.9161 1.2253 0.6384 0.00
```

Summary:
Charge: +1
E (eV): -25006.49378
Lowest unoccupied orbital energy (spin up / spin down) (eV): -3.0 / -7.9
Spin multiplicity: 3